(1)
{
  "formula": "C4H8O4",
  "method": "ωB97M-V/def2-TZVPD",
  "species": ["O", "C", "C", "C", "C", "O", "O", "H", "H", "H", "H", "H", "H", "O", "H", "H"],
  "xyz": [[2.572336, 1.181354, -1.319040], [1.803970, 0.508706, -0.682602], [0.930660, 1.038298, 0.483067], [-0.391304, 0.386515, 0.680401], [-1.161928, 0.355250, -0.651754], [-1.061810, -0.524072, -1.458288], [-1.965132, 1.436597, -0.948634], [2.000373, -0.559486, -0.755159], [1.443152, 0.821810, 1.470819], [0.912081, 2.125069, 0.421264], [-1.016966, 0.818544, 1.521699], [-0.351000, -0.674241, 0.927667], [-2.205503, 1.395686, -1.914524], [-0.625074, -2.656652, 1.025149], [-1.187440, -3.079499, 0.378543], [0.303581, -2.573878, 0.821398]],
  "forces_ev_per_angstrom": [[-0.7, 0.7, -0.2], [1.3, 0.2, 1.5], [1.5, 0.1, 0.8], [-2.9, -0.2, -0.3], [-0.9, 1.0, -0.3], [0.5, -0.6, -0.1], [0.6, -0.2, -0.2], [-0.9, -0.8, 0.0], [0.2, 0.2, -1.3], [-0.3, 0.0, -0.2], [0.8, 0.0, -1.1], [0.4, 0.2, 0.0], [0.3, -0.3, 1.3], [-0.6, 0.2, 1.5], [0.7, -0.1, -0.6], [0.0, -0.6, -0.8]],
  "lumo_ev": 0.5,
  "gap_ev": 10.5,
  "homo_energy_ev": -9.98,
  "relative_energy_kj_mol": 200.38,
  "e_tot_ha": -458.15684,
  "total_charge": 0,
  "smiles": "O=CCCC(=O)O.O"
}

(2)
{
  "formula": "C26H32N2O14S",
  "method": "ωB97M-V/def2-TZVPD",
  "species": ["C", "C", "O", "S", "O", "O", "O", "H", "H", "H", "H", "C", "C", "C", "C", "C", "C", "N", "O", "O", "H", "H", "H", "H", "H", "C", "C", "C", "C", "C", "C", "N", "O", "O", "H", "H", "H", "H", "H", "O", "C", "O", "C", "C", "C", "H", "H", "H", "H", "H", "H", "O", "C", "O", "C", "C", "C", "H", "H", "H", "H", "H", "H", "O", "C", "O", "C", "C", "C", "H", "H", "H", "H", "H", "H"],
  "xyz": [[8.090537, -5.356532, -0.206920], [8.614577, -6.229990, 0.946735], [7.597325, -6.560602, 1.778712], [6.509234, -5.283696, 1.635773], [7.107656, -4.039289, 2.182455], [5.197026, -5.690299, 2.140987], [6.671177, -5.371422, -0.033659], [8.254607, -5.644816, -1.245222], [8.462252, -4.332474, -0.171825], [9.281332, -5.609944, 1.545970], [9.066875, -7.177754, 0.654719], [-2.548633, -6.715549, 3.886653], [-2.594454, -7.801171, 4.766185], [-3.136217, -9.007620, 4.319651], [-3.762786, -9.027701, 3.048461], [-3.715680, -7.836268, 2.214921], [-3.072281, -6.691762, 2.604811], [-4.391969, -10.291557, 2.617976], [-4.611714, -11.089163, 3.548054], [-4.724205, -10.501430, 1.483585], [-2.102585, -5.838080, 4.331042], [-2.040170, -7.766408, 5.692447], [-3.150458, -9.894915, 4.935212], [-4.320781, -7.817121, 1.320560], [-3.050956, -5.779938, 2.026441], [-1.198212, 7.874248, 4.196192], [-1.296701, 9.251017, 3.960950], [-1.162783, 9.762064, 2.639206], [-0.791044, 8.870459, 1.629093], [-0.616299, 7.509472, 1.860327], [-0.750714, 6.967541, 3.167750], [-0.619364, 9.370134, 0.259968], [-0.036154, 8.599179, -0.570344], [-1.037509, 10.476755, -0.026255], [-1.464139, 7.387767, 5.123033], [-1.505802, 9.893556, 4.803455], [-1.380353, 10.811500, 2.506036], [-0.366624, 6.899620, 1.004681], [-0.723127, 5.922075, 3.437229], [3.313349, 2.563347, -7.198435], [2.601498, 3.358335, -6.520648], [2.971255, 3.799156, -5.258415], [1.879932, 4.458662, -4.648444], [0.741855, 4.187360, -5.532625], [1.265628, 3.792170, -6.862500], [2.025492, 5.534511, -4.551028], [1.642848, 4.208076, -3.614478], [-0.003932, 4.981979, -5.554770], [0.076674, 3.462567, -5.063259], [1.299020, 4.618559, -7.572468], [0.539097, 3.006364, -7.069331], [-0.607334, -0.709932, 0.992485], [0.552268, -0.499763, 1.152951], [0.902115, 0.703211, 1.010199], [2.266464, 0.884101, 1.297153], [2.785017, -0.571018, 1.494363], [1.644101, -1.433413, 1.590658], [2.413360, 1.580763, 2.122491], [2.695984, 1.331973, 0.401043], [3.448455, -0.641469, 2.356324], [3.272314, -0.909283, 0.579906], [1.537975, -1.733612, 2.633121], [1.774957, -2.250332, 0.880996], [-6.730133, 2.709206, -4.794644], [-6.235970, 1.945654, -4.016909], [-6.874758, 1.730698, -2.875151], [-6.045003, 0.998928, -1.899826], [-4.729369, 0.789551, -2.634713], [-5.021888, 1.096936, -4.135597], [-6.511907, 0.054298, -1.620926], [-5.940147, 1.751017, -1.117860], [-4.321422, -0.201593, -2.436455], [-3.947050, 1.477530, -2.314149], [-5.170863, 0.112218, -4.578588], [-4.190765, 1.573361, -4.655518]],
  "forces_ev_per_angstrom": [[-0.2, 0.3, -1.0], [2.9, 0.4, -0.8], [-4.0, 1.2, 1.5], [-0.4, 0.1, 1.4], [-1.1, -3.0, -1.8], [2.8, 0.6, -1.7], [-1.0, 1.0, 2.3], [0.1, -0.7, 0.3], [0.0, 0.0, 0.4], [0.7, -0.2, -0.3], [0.2, 0.3, -0.2], [0.5, 0.4, 1.5], [0.3, -0.6, -1.5], [-0.9, 0.3, -1.0], [1.4, 2.2, 0.0], [-1.2, -2.4, 0.2], [-0.1, -0.4, 1.2], [-0.7, -0.8, 2.2], [0.4, 0.7, -1.1], [0.3, 0.6, -0.7], [0.2, 0.3, -0.4], [-0.3, 0.1, 0.2], [0.0, 0.0, -0.1], [0.2, -0.3, -0.3], [-0.1, -0.2, -0.2], [1.0, -1.0, -1.7], [-0.1, -0.8, -1.0], [0.1, -0.8, 1.4], [-0.4, 0.3, 0.8], [0.4, -0.8, 1.1], [-1.5, 2.7, -0.1], [1.0, -1.2, -2.3], [-1.4, 1.9, 2.1], [0.3, -0.7, 0.4], [0.2, 0.5, 0.4], [-0.2, 0.2, -0.2], [0.3, 0.0, -0.5], [0.1, -0.1, 0.1], [0.3, -0.1, -0.5], [-2.2, 3.4, 2.8], [4.1, -4.3, -1.5], [0.4, -0.7, -0.9], [-0.1, 1.7, 0.9], [-3.2, 1.1, 1.2], [-2.0, 0.3, 0.3], [0.7, 0.2, -0.5], [0.7, -0.9, 0.0], [0.4, 0.7, -0.2], [0.4, -0.9, -0.3], [-0.2, -0.2, -0.2], [0.9, -0.2, -1.5], [-1.8, -1.9, -0.3], [-2.8, -2.8, 0.7], [1.9, 4.1, -0.1], [1.2, -0.3, -0.7], [3.2, 1.9, -0.4], [-1.4, -0.7, 0.3], [-0.2, -0.3, 0.2], [0.3, 0.1, 0.2], [0.3, 0.0, -0.3], [0.8, 0.6, 0.2], [-0.8, -0.5, -0.3], [-0.7, -0.3, 0.5], [0.5, 0.2, -0.8], [-1.2, 0.2, -1.1], [0.0, -1.0, 1.7], [-0.1, 1.3, -1.2], [1.2, 0.1, -0.3], [1.1, -1.1, 1.4], [-0.2, 0.4, 0.1], [-0.1, -0.7, 0.5], [-0.1, 0.0, -0.3], [-0.2, 0.1, 0.3], [-0.6, 0.3, -0.6], [-0.2, 0.1, 0.1]],
  "lumo_ev": -0.8,
  "gap_ev": 9.2,
  "homo_energy_ev": -10.02,
  "relative_energy_kj_mol": 99.08,
  "e_tot_ha": -2570.66809,
  "total_charge": 0
}

(3)
{
  "formula": "C20H28BaNO2P",
  "method": "ωB97M-V/def2-TZVPD",
  "species": ["C", "C", "C", "C", "C", "C", "C", "C", "N", "Ba", "C", "P", "H", "H", "H", "H", "H", "H", "H", "H", "C", "C", "H", "C", "C", "H", "H", "H", "H", "H", "H", "H", "H", "H", "H", "H", "H", "H", "H", "O", "C", "O", "C", "C", "C", "C", "C", "C", "H", "H", "H", "H", "H"],
  "xyz": [[4.375692, -1.090560, 0.629502], [4.057671, -0.116003, -0.320358], [2.695206, 0.195985, -0.581438], [1.774251, -0.536804, 0.129774], [2.008612, -1.447725, 1.126152], [3.378068, -1.770286, 1.391929], [2.277641, 1.232796, -1.629329], [1.006571, 0.936780, -2.500306], [1.287512, 0.152147, -3.691892], [-0.526229, 0.779579, 0.218887], [0.829367, -2.182080, 1.788974], [-0.607237, -2.305341, 0.513513], [4.845004, 0.394252, -0.923382], [3.596506, -2.552237, 2.110887], [5.420647, -1.379452, 0.799329], [0.375504, -1.643742, 2.657495], [1.066739, -3.211523, 2.118648], [2.111912, 2.239133, -1.186359], [3.112826, 1.387250, -2.337152], [0.212325, 0.335886, -1.998043], [-1.967846, -3.173265, 1.357409], [0.107531, -3.523454, -0.640800], [0.561199, 1.903263, -2.820026], [1.620275, -1.241936, -3.394273], [0.184782, 0.246021, -4.651397], [-3.198834, 0.471199, 0.244562], [1.845101, -1.735652, -4.347872], [2.488308, -1.295166, -2.723189], [0.800154, -1.821117, -2.909863], [0.474968, -0.280383, -5.567983], [-0.773604, -0.177718, -4.283767], [0.017276, 1.309818, -4.859639], [0.292722, -4.518772, -0.214100], [-0.585559, -3.619730, -1.489041], [1.047720, -3.153538, -1.075723], [-1.720718, -4.155854, 1.770906], [-2.376615, -2.537849, 2.156807], [-2.788060, -3.287696, 0.635154], [-3.017630, 0.418658, -0.543211], [-0.346775, 3.410201, 0.323757], [-0.433770, 3.002189, 1.548659], [0.444639, 2.312435, 2.153421], [-1.799997, 3.009196, 2.196396], [-2.025558, 2.205308, 3.331370], [-3.294749, 2.175385, 3.897778], [-4.343807, 2.881065, 3.300384], [-4.124021, 3.620222, 2.129178], [-2.856694, 3.658148, 1.562432], [-1.180310, 1.651192, 3.762257], [-3.455736, 1.590885, 4.813943], [-5.337184, 2.864160, 3.748819], [-4.929865, 4.172482, 1.635373], [-2.625931, 4.202248, 0.635450]],
  "forces_ev_per_angstrom": [[-0.3, -0.7, 0.8], [-0.3, 0.6, -0.7], [1.7, -0.8, 0.5], [-3.1, 0.8, -0.7], [2.2, -1.0, 0.4], [-1.0, 0.9, -1.0], [-0.2, 0.2, -0.2], [0.4, -0.2, -0.3], [-0.2, -0.1, -0.3], [0.6, -0.1, 0.0], [-0.9, 0.0, -0.3], [1.4, 0.2, 0.4], [-0.4, -0.5, 0.7], [0.4, 0.1, 0.0], [-0.4, 0.3, -0.1], [0.6, -0.3, -0.4], [0.1, 0.5, 0.0], [0.1, -0.6, 0.1], [-0.4, -0.1, 0.2], [0.4, 0.3, 0.0], [-0.3, -0.3, 0.2], [-0.1, -0.3, -0.6], [0.3, -0.5, 0.2], [0.0, 0.1, -0.1], [0.4, 0.1, 0.3], [0.2, -0.1, -2.0], [0.1, 0.0, 0.3], [-0.2, 0.0, -0.3], [0.1, 0.4, -0.1], [-0.2, 0.2, 0.1], [0.2, 0.0, 0.0], [0.0, -0.3, -0.2], [-0.1, 0.3, 0.1], [0.1, -0.2, 0.2], [-0.3, 0.1, 0.4], [0.0, 0.1, 0.0], [0.2, -0.1, -0.1], [0.2, -0.1, 0.1], [-0.8, 0.0, 1.9], [-0.1, -0.5, 2.1], [0.8, 0.5, -0.5], [-0.7, 0.8, -0.9], [-0.1, -0.3, 0.1], [0.2, 0.5, -0.1], [-0.1, -0.2, 0.1], [0.1, 0.2, -0.1], [-0.2, -0.1, 0.0], [0.2, 0.3, 0.0], [-0.4, 0.4, -0.2], [-0.1, 0.3, -0.5], [0.2, 0.0, -0.1], [0.2, -0.3, 0.3], [-0.2, -0.2, 0.5]],
  "lumo_ev": -0.1,
  "gap_ev": 6.6,
  "homo_energy_ev": -6.71,
  "e_tot_ha": -1350.90756,
  "total_charge": 0
}